Record 1
8
Properties=species:S:1:pos:R:3:nbo_charge:R:1 method="wB97M-V/def2-TZVPD" gap_ev="9.392 / 7.235" relative_energy_ev=7.679 homo_energy_ha="-0.410 / -0.362"
C -2.402 -0.420 -0.098 0.1865
H 2.883 0.140 -0.987 0.1970
C -3.420 0.177 0.072 -0.4612
C 2.261 0.163 -0.105 -0.2530
N 1.527 -1.202 0.268 -0.3308
C 0.886 -0.243 -0.170 0.2244
H -4.349 0.640 0.285 0.2402
H 2.615 0.745 0.735 0.1969

Record 2
12
Properties=species:S:1:pos:R:3:nbo_charge:R:1 method="wB97M-V/def2-TZVPD" gap_ev=9.314 relative_energy_ev=5.797 homo_energy_ha=-0.317
O 0.933 -0.223 -0.076 -0.4314
H 0.757 1.762 -0.716 0.2108
O -1.733 1.860 -1.440 -0.4944
C 0.120 1.000 -0.257 -0.0886
C 0.423 -1.520 0.357 -0.2407
C 0.225 0.692 1.183 -0.2308
C -1.195 0.885 -0.972 0.4140
H 0.875 -2.237 -0.325 0.1864
H 1.152 1.158 1.536 0.1416
H 0.768 -1.688 1.380 0.2128
H -0.665 -1.572 0.357 0.2031
H -1.661 -0.118 -1.028 0.1171

Record 3
32
Properties=species:S:1:pos:R:3:nbo_charge:R:1 method="wB97M-V/def2-TZVPD" smiles="N#CN[C@H](/C=C/c1ccc(Cl)cc1)c1ccc(Cl)cc1" gap_ev=8.763 homo_energy_ha=-0.329
C -0.645 2.275 -2.114 -0.0871
H 2.211 2.554 0.887 0.2107
C 1.226 2.658 1.276 -0.0835
C -1.963 1.876 -1.800 -0.1741
H 2.837 1.846 5.556 0.2302
H -3.904 1.316 -2.548 0.2306
C 0.202 2.163 0.214 -0.1751
H -1.217 0.638 4.828 0.2268
C -1.301 2.403 -4.482 -0.2281
Cl 0.680 0.613 6.935 0.0329
C -2.583 1.932 -4.138 -0.0336
C -2.918 1.688 -2.799 -0.2274
N 2.804 5.393 3.027 -0.3775
C -0.219 1.589 3.160 -0.2035
C 1.980 1.751 4.877 -0.1960
H -1.059 2.574 -5.529 0.2323
C -0.349 2.581 -3.470 -0.1756
H 0.666 2.867 -3.755 0.2181
H -0.580 1.458 0.509 0.2114
Cl -3.784 1.781 -5.354 0.0242
C 0.761 1.252 5.362 -0.0672
H -1.111 1.631 2.530 0.2161
C 2.062 2.227 3.548 -0.2027
C 0.360 2.485 -1.057 -0.1733
H 0.939 4.584 0.692 0.4196
N 1.378 4.049 1.426 -0.6695
C 0.986 2.100 2.677 -0.0359
H 1.234 3.064 -1.368 0.2040
H 2.988 2.761 3.264 0.2344
C -0.303 1.102 4.473 -0.2175
C 2.177 4.747 2.294 0.4234
H -2.204 1.628 -0.771 0.2129

Record 4
5
Properties=species:S:1:pos:R:3:nbo_charge:R:1 method="wB97M-V/def2-TZVPD" smiles="O=NP(F)F" gap_ev="8.077 / 8.005" relative_energy_ev=0.902 homo_energy_ha="-0.380 / -0.389"
N -0.111 -0.380 -0.689 -0.3176
F 0.694 1.601 0.606 -0.5601
O 0.610 -1.319 -1.361 -0.1575
P 0.174 0.087 0.903 1.5884
F -1.280 0.428 1.439 -0.5531

Record 5
72
Properties=species:S:1:pos:R:3:lowdin_charge:R:1 method="wB97M-V/def2-TZVPD" smiles="[H]/N=C(/N)NCCCC[C@H]1OC(=O)C[C@H]1C[C@@H](C)Br.BrCCBr.BrCCBr.BrCCBr.BrCCBr" gap_ev=9.686 homo_energy_ha=-0.344
N -5.743 2.623 2.441 0.1053
C 6.306 -0.534 -2.535 -0.6932
H 5.805 -1.498 -2.461 0.0495
C -1.750 -2.316 -0.314 -0.6926
H -1.474 1.834 0.979 0.1338
H -3.296 4.774 2.548 0.0977
Br 1.317 6.872 1.939 0.6050
Br 3.650 0.500 -2.251 0.6655
H -0.468 5.101 2.412 0.0747
H 1.215 -8.634 -7.003 0.0600
O 0.609 0.764 -1.029 0.0376
H -1.384 -4.374 0.316 0.0525
C -2.156 1.324 3.128 -0.1768
C 1.046 0.935 0.119 -0.3929
H 3.039 1.077 0.961 0.1357
Br 2.040 -2.451 -2.071 0.6353
H -1.137 -9.771 -6.915 0.0507
O 0.556 0.383 1.349 -0.0821
H 0.178 -2.417 -3.693 0.0627
C 1.218 4.806 3.964 -0.1625
Br -0.532 -6.898 -7.179 0.5901
H 0.016 -3.536 -0.385 -0.0158
H 2.154 4.505 0.862 0.0962
C 1.572 2.549 1.903 -0.2145
C -0.496 -9.537 -6.066 -0.6962
C -3.414 3.499 4.122 -0.2080
H 1.199 3.729 4.323 0.0692
H 2.231 5.321 4.089 0.0726
N -3.652 3.815 2.678 -0.0125
H 0.446 3.926 0.556 0.1367
H -2.843 1.644 5.254 0.1128
H 7.199 -0.639 -3.152 0.0571
Br 6.968 -0.099 -0.754 0.5985
C 0.678 5.035 2.479 -0.6793
H 2.266 2.514 2.803 0.1360
Br 2.232 -5.650 -3.906 0.6256
H 5.240 0.425 -4.138 0.0580
H -5.786 4.717 0.703 0.0880
C -0.874 -3.415 0.231 -0.7055
C 1.072 -3.042 -3.657 -0.6565
C 2.268 1.848 0.606 -0.0673
H -5.030 5.728 1.726 0.0681
H 1.703 -2.815 -4.516 0.0553
H -3.008 4.438 4.647 0.1191
Br -0.205 -2.969 2.005 0.6212
C -5.070 3.741 2.296 -0.4681
H 0.081 -10.423 -5.796 0.0577
C 0.697 -4.499 -3.560 -0.6804
H 0.856 -7.960 -5.398 0.0038
H 0.304 -4.780 -2.583 0.0433
H 2.578 2.540 -0.236 0.1019
H 0.502 5.382 4.661 0.0855
C 1.248 4.022 1.377 -0.2217
H -3.145 1.048 2.630 0.0969
C -1.141 1.996 2.057 -0.1088
H -1.660 0.364 3.514 0.1146
H -1.342 -1.318 -0.151 0.0352
C 5.418 0.561 -3.070 -0.6715
H -1.403 2.666 4.730 0.0988
C 0.417 -8.362 -6.310 -0.7005
H 5.813 1.562 -2.897 0.0511
N -5.715 4.948 1.715 0.0726
C 0.375 1.537 2.248 -0.2326
H 0.553 1.139 3.306 0.1593
H -5.140 1.882 2.825 0.0264
H -1.931 -2.461 -1.380 0.0539
Br -3.519 -2.347 0.507 0.6023
H -1.215 3.124 2.246 0.0802
H -0.032 -4.761 -4.330 0.0509
H -4.412 3.254 4.634 0.1216
C -2.421 2.268 4.392 -0.1832
Br -1.669 -9.216 -4.542 0.5961

Record 6
101
Properties=species:S:1:pos:R:3:lowdin_charge:R:1 method="wB97M-V/def2-TZVPD" s2=0.768 gap_ev="4.830 / 5.555" charge=-2 multiplicity=2 relative_energy_ev=0.000 homo_energy_ha="-0.039 / -0.065"
C 0.186 -3.342 -0.001 -0.3287
N -1.821 0.334 -0.795 0.1330
H 1.951 -2.278 3.616 0.0746
Br 2.754 -0.849 -2.476 0.7285
C 3.256 -2.594 -1.946 -0.5851
H 5.512 -4.870 -3.044 0.0883
C -0.862 -2.144 5.752 -0.0784
H -1.049 1.227 5.522 0.1163
H -2.548 -1.533 -3.474 0.1032
H -0.106 -1.544 9.845 0.0757
C -1.066 -1.167 7.953 -0.2903
H -0.895 -3.271 7.576 0.1057
C 1.431 -5.903 0.667 -0.1862
H -0.817 -4.050 -2.777 0.0651
C -4.951 2.536 2.650 -0.0610
C 3.803 6.163 1.481 -0.5813
C -1.099 -4.649 -1.914 -0.0589
C 4.224 -3.183 -2.752 -0.1669
H -2.034 -4.236 -1.528 0.0805
H 0.239 2.812 1.693 0.0536
C 3.868 2.394 1.239 -0.1270
H -5.599 2.396 3.518 0.0618
C -2.582 1.406 -1.052 -0.1860
C -3.635 4.051 4.174 -0.0960
H -4.709 1.566 2.214 0.0613
C 2.852 4.508 -0.126 -0.0077
H -0.512 3.952 0.579 0.0723
H 3.617 -5.971 0.989 0.1270
O -2.798 3.711 -0.564 -0.0624
C 1.663 -2.727 0.093 -0.1023
C 2.384 -4.411 1.943 -0.1327
C -2.486 4.749 4.516 -0.1374
C 4.311 -5.044 -1.267 -0.0581
H -1.762 -2.132 9.755 0.0711
H 3.346 -1.973 2.579 0.0810
C -2.423 -0.337 3.023 -0.2325
C -3.382 0.423 -3.075 -0.0882
C 4.103 3.674 1.733 -0.0003
H -3.004 -1.231 3.255 0.0603
O -0.101 -2.091 -2.394 -0.1093
H 0.354 -6.640 -1.119 0.0933
C 0.344 -3.677 1.526 -0.0917
H -3.988 0.462 -3.975 0.0887
F 4.610 6.246 2.556 0.1223
H -4.515 4.115 4.808 0.0888
H -2.441 -0.110 1.955 0.0304
H 1.517 -6.959 0.934 0.1264
H -0.493 -3.343 2.137 0.1123
H -0.755 -3.015 5.115 0.1051
H -3.919 2.407 -2.369 0.0991
C -3.360 1.498 -2.199 -0.0353
C 2.676 3.191 -0.529 -0.1329
H -1.445 -0.403 9.932 0.0676
H 3.006 -4.434 2.840 0.1320
H -2.752 0.530 3.594 0.0511
H -1.219 0.972 7.990 0.1068
H 2.407 5.320 -0.686 0.1245
C -0.841 -1.825 -1.412 -0.6395
H 4.723 -6.005 -0.976 0.0982
S -0.716 -0.656 3.415 0.8394
C 4.754 -4.415 -2.418 -0.1118
H 0.523 -5.593 2.708 0.1265
H 0.533 4.560 1.884 0.0598
C -1.405 3.898 2.521 -0.1995
C -1.824 -0.686 -1.649 -0.2143
C -1.036 0.246 5.987 -0.0560
H -1.269 -5.686 -2.213 0.0619
F 4.374 6.915 0.515 0.1251
H -0.478 5.222 3.912 0.0934
C -1.118 0.094 7.362 -0.0420
N 3.184 2.156 0.131 0.0521
C -0.942 -2.282 7.132 -0.0594
Hg 0.854 -0.152 0.333 0.8756
H -5.513 3.082 1.887 0.0780
C 2.250 -1.995 2.599 -0.0816
C 1.766 -3.028 1.595 -0.3665
C -1.100 -1.319 9.452 -0.0672
C -0.043 -4.607 -0.837 -0.1522
O 0.013 0.643 3.298 -0.5646
N -2.532 2.214 1.183 0.1171
C 2.748 -3.221 -0.799 -0.1365
F 2.652 6.770 1.809 0.1437
H 1.891 -0.987 2.405 -0.0372
C -1.382 4.670 3.672 -0.0781
C -2.601 -0.684 -2.805 -0.0338
H 4.562 -2.655 -3.632 0.0772
C -0.921 -0.881 5.185 -0.3739
H 4.235 1.522 1.771 0.1091
C 3.587 4.741 1.023 -0.1372
C -3.691 3.268 3.025 -0.2281
C 0.573 -5.753 -0.531 -0.0311
H -2.452 5.351 5.417 0.0747
C -0.212 3.805 1.617 -0.0432
C -2.621 2.569 -0.070 -0.5324
H 2.081 2.956 -1.405 0.1132
H 4.664 3.822 2.644 0.1106
C 3.328 -4.469 -0.472 -0.1230
C -2.558 3.149 2.199 -0.2170
C 2.857 -5.231 0.730 -0.1451
N -0.851 -2.356 -0.210 0.0712
C 0.973 -5.048 1.878 -0.1267

Sequential maximum force output: 0.0414, 0.0125, 0.0980, 0.1484, 0.0831, 0.0083 hartree/bohr
Sequential electronic energy output: -5676.82871, -8334.66445, -44809.90952, -18259.26542, -660302.23461, -154710.79014 eV